No. 1
Computed, not measured: a structure of composition C29H52BN10OPbS, with wB97M-V/def2-TZVPD.

* calculated total energy: -2374.014403 Eh
* HOMO-LUMO gap: 8.3 eV
* LUMO energy: -8.8258 eV

```
! wB97M-V def2-TZVPD RIJCOSX def2/J DEFGRID3
* xyz 3 1
Pb 11.9541 12.3203 8.2109
C 13.1629 10.0583 13.3391
C 12.8208 9.8948 11.8769
C 12.9492 8.8539 11.0723
C 12.4482 9.1481 9.7902
N 11.9743 10.4052 9.8021
N 12.1759 10.8915 11.1214
B 14.5262 12.4253 10.6675
N 14.8703 11.6472 9.4758
N 14.3770 12.0006 8.2625
C 15.2722 11.5982 7.3476
C 16.3985 11.0415 8.0044
C 16.1084 11.0749 9.3601
C 17.0183 10.6247 10.4519
C 15.1132 11.8725 5.8280
C 15.6092 10.6600 5.0184
C 13.7100 12.1109 5.3709
C 15.8464 13.1975 5.5461
N 13.7290 13.6152 10.6590
N 12.9321 14.0796 9.6308
C 12.4700 15.3009 10.0084
C 12.9373 15.6105 11.3276
C 13.6718 14.5177 11.7140
C 14.4287 14.5412 12.9826
C 11.6673 16.2099 9.1624
C 11.1341 15.6158 7.8466
C 10.5544 16.9298 10.0350
C 12.6604 17.2696 8.6719
C 12.4064 8.3182 8.5345
C 13.8351 7.9323 8.1790
C 11.5404 7.0738 8.9045
C 11.7784 9.0476 7.3563
H 12.3544 10.4673 13.9115
H 14.0182 10.6945 13.4868
H 13.3866 9.0576 13.7223
H 13.2678 7.8575 11.3040
H 15.0718 12.0941 11.6845
H 17.3410 10.6953 7.4891
H 17.1538 11.4953 11.1411
H 17.9846 10.4293 10.0135
H 16.7087 9.7376 10.9436
H 14.7899 9.9089 5.0611
H 16.5715 10.2532 5.3369
H 15.7349 10.9845 3.9660
H 13.0616 11.2686 5.5663
H 13.7325 12.3209 4.3156
H 13.2120 12.9934 5.7738
H 16.8953 12.9384 5.6094
H 15.7096 13.8143 6.3997
H 15.5068 13.5821 4.5689
H 12.6305 16.5850 11.7727
H 14.6338 13.5679 13.4173
H 13.8690 15.1850 13.7028
H 15.3975 15.0519 12.8560
H 10.3780 14.8212 7.9645
H 12.0301 15.3292 7.2397
H 10.5433 16.2909 7.2333
H 9.7653 16.2295 10.3709
H 10.1893 17.7394 9.4287
H 10.9406 17.2709 11.0217
H 13.6108 16.8440 8.2508
H 13.1018 17.7931 9.4958
H 12.0916 18.0302 8.1418
H 14.3140 7.3752 9.0117
H 14.4125 8.8186 7.9576
H 13.7827 7.3290 7.2425
H 12.0142 6.5106 9.6916
H 11.4028 6.5269 8.0099
H 10.5305 7.4339 9.2698
H 12.3858 9.8440 7.0085
H 10.8097 9.4770 7.5594
H 11.7000 8.3450 6.5374
C 6.2145 10.1022 10.4182
C 7.4224 10.4547 11.1937
N 7.5885 10.0507 12.4186
N 8.8749 10.4758 12.7858
C 9.4392 11.0908 11.7714
S 10.9788 12.0148 11.7864
N 8.5678 11.1542 10.7842
N 8.7478 11.8480 9.5409
H 5.9440 9.0338 10.4492
H 6.1535 10.4301 9.3641
H 5.4237 10.5741 10.9759
H 9.1960 10.2759 13.7022
H 8.1825 12.6940 9.6186
H 8.3691 11.2279 8.8521
C 8.1160 14.5903 12.1086
C 6.7517 14.7139 11.4451
O 6.5638 13.5974 10.5820
H 8.3986 15.4344 12.6783
H 8.8320 14.4606 11.3061
H 8.0075 13.7030 12.6897
H 6.5821 15.6189 10.8330
H 5.9257 14.8442 12.1617
H 5.6116 13.4328 10.3614
*
```



No. 2
Computed, not measured: a cluster of 7 separate species, C29H52F6N9O7S2 in total, with wB97M-V/def2-TZVPD.

* calculated total energy: -3549.834932 Eh
* HOMO-LUMO gap (alpha / beta): 9.4 / 4.9 eV
* LUMO energy (alpha / beta): -7.9806 / -12.4623 eV

```
! wB97M-V def2-TZVPD RIJCOSX def2/J DEFGRID3
* xyz 4 2
C 3.8681 -3.5373 -2.1975
C 2.3938 -3.7518 -1.8195
O 1.4927 -4.1162 -2.5254
N 2.0214 -3.4571 -0.3201
H 2.6958 -3.9816 0.2186
H 2.0011 -2.4674 -0.1199
C 0.6960 -4.0936 0.1253
H 4.0920 -2.4873 -2.3857
H 4.3131 -4.0442 -3.0538
H 4.3667 -3.9961 -1.3437
H 0.7473 -5.1734 -0.0141
H -0.1291 -3.7661 -0.5073
H 0.7518 -3.9022 1.1969
C -3.4464 8.9094 -0.4369
C -2.6874 7.9316 0.4101
N -1.7653 7.2004 -0.4790
C -0.5308 7.5814 -1.0184
C 0.0082 6.4344 -1.5485
N -0.9077 5.3426 -1.2824
C -2.0152 5.8924 -0.7580
C -0.6307 3.9573 -1.4587
H -3.9103 8.3397 -1.2421
H -2.8607 9.7270 -0.8572
H -4.1896 9.4744 0.1257
H -3.2485 7.1556 0.9307
H -2.1486 8.3926 1.2380
H -0.2291 8.6085 -0.8754
H 0.9472 6.1052 -1.9683
H -2.8042 5.2343 -0.4249
H 0.1426 3.5993 -0.7790
H -0.5152 3.6816 -2.5069
H -1.4843 3.4105 -1.0582
C -0.2150 0.0025 -2.7573
C 0.1527 -0.4531 -4.1642
N -1.0742 -0.6666 -4.8649
C -2.0562 0.2953 -4.9985
C -2.9029 -0.2038 -5.9502
N -2.5379 -1.4906 -6.2729
C -1.4367 -1.8070 -5.5130
C -3.1242 -2.3454 -7.1580
H -0.8799 -0.6611 -2.2044
H -0.7165 0.9618 -2.8847
H 0.7019 0.2292 -2.2132
H 0.7101 -1.3852 -4.0721
H 0.8626 0.3011 -4.5036
H -2.0505 1.2520 -4.4974
H -3.8074 0.0630 -6.4766
H -0.7124 -2.5901 -5.6822
H -3.4984 -3.2318 -6.6457
H -2.4723 -2.5023 -8.0173
H -4.0762 -1.9420 -7.5031
C 3.4885 2.7593 2.5264
C 2.4889 3.3614 1.5161
N 2.4320 4.7854 1.2786
C 1.5163 5.6064 1.9247
C 1.7550 6.8873 1.5603
N 2.8643 6.9442 0.6816
C 3.2618 5.6196 0.5505
C 3.3855 8.1666 0.0495
H 4.5293 2.9749 2.2848
H 3.3589 1.6791 2.4588
H 3.2638 3.0219 3.5602
H 1.4597 3.0270 1.6467
H 2.7261 2.9331 0.5422
H 0.8639 5.1324 2.6431
H 1.2147 7.8060 1.7348
H 4.0082 5.3032 -0.1630
H 4.4244 8.1384 -0.2792
H 3.5580 8.8893 0.8470
H 2.5751 8.5458 -0.5730
C -0.4565 -3.9699 4.6546
C -1.1594 -5.3685 4.8994
N -0.2771 -6.5072 4.7663
C 0.5830 -6.9879 5.7884
C 1.4472 -7.9034 5.1106
N 1.0824 -7.9285 3.7457
C 0.0731 -7.1144 3.5718
C 1.8137 -8.7355 2.8158
H -1.1743 -3.1581 4.5371
H 0.2155 -3.9603 3.7965
H 0.1593 -3.7083 5.5151
H -1.9362 -5.5092 4.1478
H -1.6437 -5.5308 5.8623
H 0.5581 -6.6038 6.7975
H 2.2024 -8.4010 5.7009
H -0.4809 -6.9957 2.6524
H 2.8351 -8.3571 2.7762
H 1.2138 -8.7242 1.9058
H 1.6528 -9.7281 3.2365
C -1.0182 0.0139 0.7401
F -0.9469 1.1676 0.0010
F -1.7624 0.3292 1.7592
F -1.5698 -1.0968 0.1967
S 0.8236 -0.4327 1.3215
O 1.2597 0.5937 2.3010
O 0.7367 -1.7984 1.9359
O 1.6538 -0.5375 0.1225
C -3.5425 -3.6620 1.1043
F -2.5460 -2.9904 1.6991
F -4.6015 -3.6676 1.9335
F -3.9123 -3.0996 -0.0273
S -3.1367 -5.5189 0.7840
O -4.3729 -6.0304 0.2333
O -2.0349 -5.5656 -0.1684
O -2.8134 -6.1238 2.1077
*
```



No. 3
Computed, not measured: a structure of composition C29H52I2N2O5, with wB97M-V/def2-TZVPD.

* calculated total energy: -2216.996254 Eh
* HOMO-LUMO gap (alpha / beta): 8.5 / 8.5 eV
* LUMO energy (alpha / beta): -0.1485 / -0.2349 eV

```
! wB97M-V def2-TZVPD RIJCOSX def2/J DEFGRID3
* xyz 0 3
C 1.8021 -0.4570 10.9531
C 3.2543 0.0850 10.5072
O 3.7474 -0.7739 9.4306
C 3.3204 -0.2497 8.1555
C 3.6434 -1.2083 6.9260
C 3.4521 -0.5179 5.4828
C 2.3546 -1.4431 4.7829
I 0.2306 -0.9337 5.0869
C 2.6028 -2.5908 4.0035
C 4.0874 -3.0935 3.7515
I 0.9314 -3.7195 3.1310
C 2.7183 0.9338 5.4455
C 3.9856 1.9466 5.4154
O 4.7616 1.3167 4.3373
C 4.7701 -0.0784 4.7032
O 5.8066 -0.6740 4.3989
H 1.0359 0.3880 11.0789
H 1.3610 -1.1862 10.1871
H 1.8969 -0.9768 11.9632
H 3.1877 1.1601 10.1497
H 3.9666 -0.0389 11.3934
H 2.1703 -0.1676 8.2180
H 3.6825 0.8344 8.0103
H 2.9098 -2.0881 6.9980
H 4.6795 -1.6687 7.0684
H 4.0039 -4.0675 3.1481
H 4.6022 -2.3438 3.0611
H 4.6775 -3.3370 4.6862
H 2.0010 1.1887 6.2818
H 2.3042 1.1176 4.3921
H 4.5166 2.1659 6.3903
H 3.5193 2.8505 4.8874
C 0.7982 -1.3515 -2.2502
C -0.3248 -0.6635 -1.4286
C -0.7291 0.6697 -2.0948
C 0.3005 1.7811 -1.9057
C 0.6493 1.9546 -0.4308
C 1.0856 0.6372 0.2394
N 0.1301 -0.4822 -0.0153
O -0.9644 -0.2690 0.7475
C 2.4998 0.2572 -0.2584
C 1.2917 0.8899 1.7531
C -1.5265 -1.6331 -1.5437
H 0.4031 -2.1165 -2.9243
H 1.3505 -0.6503 -2.8800
H 1.5116 -1.8732 -1.6078
H -1.6836 1.0160 -1.6820
H -0.8980 0.5162 -3.1637
H 1.2021 1.5719 -2.4889
H -0.1014 2.7202 -2.2979
H 1.4416 2.7045 -0.3359
H -0.2232 2.3687 0.0880
H 2.8051 -0.7175 0.1337
H 3.2410 0.9866 0.0807
H 2.5882 0.2307 -1.3434
H 0.3957 1.2852 2.2383
H 2.0823 1.6282 1.9175
H 1.5848 -0.0299 2.2671
H -1.2980 -2.6002 -1.0843
H -1.7721 -1.8153 -2.5946
H -2.4349 -1.2394 -1.0836
C -6.0490 0.4532 -6.0572
C -4.6903 1.1286 -5.7296
C -4.3316 2.1584 -6.8240
C -3.8729 1.5204 -8.1328
C -2.7456 0.5233 -7.8860
C -3.1013 -0.5303 -6.8191
N -3.6377 0.0791 -5.5648
O -2.6006 0.6351 -4.9027
C -4.1255 -1.5274 -7.4097
C -1.8544 -1.4101 -6.5496
C -4.9594 1.9064 -4.4178
H -6.8783 0.9171 -5.5164
H -6.3070 0.5158 -7.1167
H -6.0631 -0.5980 -5.7607
H -3.5304 2.8153 -6.4661
H -5.1906 2.8058 -7.0221
H -4.7120 1.0309 -8.6356
H -3.5256 2.3011 -8.8163
H -2.4907 0.0304 -8.8298
H -1.8497 1.0774 -7.5823
H -4.4631 -2.2391 -6.6508
H -3.6788 -2.1098 -8.2204
H -5.0029 -1.0479 -7.8410
H -0.9885 -0.8237 -6.2329
H -1.5534 -1.9390 -7.4578
H -2.0626 -2.1599 -5.7821
H -5.2178 1.2247 -3.6014
H -5.7966 2.5990 -4.5480
H -4.1089 2.5141 -4.1027
*
```